{
  "formula": "C55H53FN3O3P2SiW",
  "method": "the ωB97M-V functional and the def2-TZVPD basis",
  "elements": ["W", "F", "C", "C", "C", "C", "O", "C", "C", "N", "C", "C", "C", "C", "C", "C", "N", "C", "C", "N", "C", "C", "C", "O", "O", "H", "H", "H", "H", "H", "H", "H", "H", "H", "H", "H", "H", "H", "H", "H", "H", "H", "H", "C", "C", "P", "C", "C", "C", "C", "C", "C", "C", "C", "C", "C", "C", "C", "P", "C", "C", "C", "C", "C", "C", "C", "C", "C", "C", "C", "C", "H", "H", "H", "H", "H", "H", "H", "H", "H", "H", "H", "H", "H", "H", "H", "H", "H", "H", "H", "H", "H", "H", "H", "H", "C", "C", "C", "C", "C", "C", "Si", "C", "C", "C", "C", "C", "C", "H", "H", "H", "H", "H", "H", "H", "H", "H", "H", "H"],
  "coordinates": [[-0.20, 0.50, -1.84], [0.79, 1.73, 4.87], [0.10, 0.71, 4.32], [-0.10, 0.69, 2.98], [-0.76, -0.41, 2.40], [-0.94, -0.48, 0.97], [-0.47, 0.45, 0.24], [-1.66, -1.58, 0.47], [-2.09, -2.56, 1.34], [-1.84, -2.55, 2.65], [-2.32, -3.64, 3.48], [-1.31, -4.57, 4.08], [-2.20, -5.04, 2.97], [-1.19, -1.46, 3.22], [-0.98, -1.41, 4.61], [-0.34, -0.33, 5.18], [-0.05, -0.25, 6.55], [-0.48, 0.92, 7.31], [0.48, 1.16, 8.46], [0.51, -0.07, 9.32], [0.88, -1.30, 8.53], [-0.08, -1.45, 7.35], [-2.02, -1.78, -0.95], [-2.83, -2.55, -1.35], [-1.27, -1.04, -1.85], [0.28, 1.49, 2.36], [-2.66, -3.40, 0.97], [-3.19, -3.38, 4.06], [-1.49, -4.94, 5.09], [-0.27, -4.39, 3.83], [-3.01, -5.71, 3.20], [-1.73, -5.21, 2.01], [-1.35, -2.21, 5.22], [-1.50, 0.77, 7.70], [-0.50, 1.81, 6.68], [0.17, 2.00, 9.09], [1.49, 1.32, 8.11], [-0.42, -0.21, 9.75], [1.16, 0.05, 10.10], [0.84, -2.15, 9.20], [1.90, -1.14, 8.18], [-1.09, -1.69, 7.72], [0.27, -2.31, 6.77], [-1.63, 3.24, -3.62], [-1.58, 2.06, -4.60], [-0.16, 0.93, -4.33], [-0.43, -0.40, -5.52], [0.31, -0.47, -6.69], [0.05, -1.47, -7.61], [-0.95, -2.40, -7.37], [-1.70, -2.33, -6.19], [-1.43, -1.34, -5.27], [1.32, 1.83, -4.84], [2.56, 1.24, -4.61], [3.72, 1.88, -5.00], [3.66, 3.12, -5.62], [2.43, 3.71, -5.87], [1.26, 3.06, -5.48], [-1.67, 2.62, -1.89], [-0.28, 3.33, -0.99], [-0.30, 4.23, 0.07], [0.89, 4.52, 0.73], [2.09, 3.91, 0.37], [2.12, 2.99, -0.66], [0.92, 2.69, -1.31], [-3.20, 3.10, -1.09], [-3.59, 4.44, -1.16], [-4.78, 4.83, -0.57], [-5.58, 3.88, 0.08], [-5.19, 2.55, 0.14], [-4.00, 2.16, -0.45], [-2.52, 3.84, -3.80], [-0.76, 3.89, -3.72], [-1.60, 2.39, -5.64], [-2.47, 1.42, -4.47], [1.10, 0.25, -6.89], [0.62, -1.52, -8.53], [-1.16, -3.17, -8.09], [-2.48, -3.05, -6.00], [-2.01, -1.30, -4.35], [2.62, 0.25, -4.17], [4.68, 1.40, -4.83], [4.56, 3.62, -5.92], [2.37, 4.66, -6.37], [0.30, 3.53, -5.71], [-1.22, 4.71, 0.38], [0.89, 5.25, 1.54], [3.01, 4.18, 0.88], [3.04, 2.52, -0.97], [1.00, 2.13, -2.27], [-2.99, 5.17, -1.68], [-5.10, 5.86, -0.62], [-6.51, 4.19, 0.53], [-5.82, 1.83, 0.63], [-3.70, 1.11, -0.42], [2.18, -2.45, 2.78], [1.62, -3.13, 1.71], [1.61, -2.54, 0.45], [2.15, -1.27, 0.24], [2.70, -0.60, 1.34], [2.72, -1.19, 2.60], [2.14, -0.52, -1.48], [2.46, -1.86, -2.73], [3.79, -2.26, -2.90], [4.12, -3.29, -3.78], [3.12, -3.93, -4.50], [1.79, -3.55, -4.34], [1.47, -2.52, -3.46], [2.23, -2.92, 3.76], [1.24, -4.14, 1.83], [1.22, -3.10, -0.39], [3.15, 0.38, 1.21], [3.19, -0.66, 3.42], [3.26, 0.46, -1.53], [4.59, -1.77, -2.36], [5.15, -3.58, -3.91], [3.37, -4.72, -5.19], [1.01, -4.04, -4.90], [0.43, -2.25, -3.35]],
  "homo_energy_ev": [-14.3, -14.3],
  "e_tot_ha": -3655.99860,
  "e_lumo_ha": [-0.2918, -0.2918],
  "orbital_gap_ev": [6.3303, 6.3299],
  "max_force_ha_per_bohr": 0.0562,
  "charge": 3
}

---

{
  "formula": "C3H6S3",
  "method": "the ωB97M-V functional and the def2-TZVPD basis",
  "elements": ["C", "C", "C", "S", "S", "S", "H", "H", "H", "H", "H", "H"],
  "coordinates": [[-0.29, 0.49, 0.74], [-0.18, 1.39, -0.22], [0.44, -0.82, 0.59], [-1.06, 2.82, -0.51], [2.20, -0.71, -0.16], [-0.66, -1.97, -0.42], [-0.85, 0.82, 1.54], [0.52, 0.44, -1.88], [0.79, -1.39, 1.39], [-2.25, 2.37, 0.05], [1.70, -0.37, -1.42], [-0.36, -3.07, 0.30]],
  "s2": 2.01,
  "homo_energy_ev": [-7.7, -8.7],
  "e_tot_ha": -1312.20178,
  "spin_multiplicity": 3,
  "de_lowest_kcal_mol": 84.1,
  "e_lumo_ha": [0.0199, -0.0909],
  "orbital_gap_ev": [8.2402, 6.2440],
  "max_force_ha_per_bohr": 0.0690,
  "charge": 0
}